17
Properties=species:S:1:pos:R:3:lowdin_charge:R:1 method="wB97M-V/def2-TZVPD" smiles=CCN.CN homo_energy_ha=-0.3453 lumo_energy_ev=1.089
C 1.6656 -0.4115 4.2501 -0.20
N 2.6748 -1.5562 4.4451 -0.12
H 2.0122 0.2998 3.4645 0.06
H 0.6644 -0.9379 4.0706 0.06
H 1.3909 0.0349 5.3214 0.10
H 3.3100 -1.1929 5.1898 0.04
H 3.3906 -1.7259 3.6891 0.06
C -2.4954 0.8822 -2.5379 -0.17
C -1.5534 0.3771 -3.6430 -0.28
N -0.1272 0.4344 -2.9200 -0.02
H -2.4125 0.2000 -1.6406 0.05
H -3.7155 0.9225 -2.5408 0.10
H -2.1467 1.9990 -2.1515 0.12
H -1.4140 1.1460 -4.3908 0.08
H -1.6366 -0.6091 -4.0306 0.08
H 0.4654 0.6833 -3.6917 0.03
H -0.0727 -0.5457 -2.8837 0.01


16
Properties=species:S:1:pos:R:3:lowdin_charge:R:1 method="wB97M-V/def2-TZVPD" homo_energy_ha=-0.1140 charge=-1 lumo_energy_ev=3.959
C -0.4235 -2.0199 -0.4013 -0.14
C -0.9076 -0.5553 -0.2828 -0.31
C -0.2035 1.8449 0.3457 -0.14
C -0.0168 0.2968 0.5648 -0.51
O 2.5017 1.1427 0.9754 -0.61
O 1.8084 0.4136 -1.2643 -0.57
S 1.8698 0.0160 0.1666 0.64
H 0.5058 -2.0795 -0.8628 0.02
H -0.3323 -2.6054 0.5495 0.08
H -1.1128 -2.6211 -0.9525 0.04
H -1.9250 -0.5535 0.1149 0.09
H -0.8893 0.0236 -1.2863 0.12
H -0.9158 2.4490 0.9322 0.05
H -0.5148 1.8353 -0.7436 0.07
H 0.7716 2.3148 0.4714 0.03
H -0.2158 0.0981 1.6731 0.11


19
Properties=species:S:1:pos:R:3:lowdin_charge:R:1 method="wB97M-V/def2-TZVPD" homo_energy_ha="-0.4593 / -0.4594" charge=+1 lumo_energy_ev="-5.168 / -5.177"
C 0.5994 0.8727 0.5372 -0.07
C -1.1257 0.4394 1.8287 -0.02
C -1.2780 -0.2019 0.6185 -0.07
C 0.0566 1.0610 -2.4883 -0.05
C -0.2588 -0.1389 -1.6086 -0.19
N 0.0823 1.0693 1.7643 0.12
N -0.2351 0.1932 -0.1678 -0.07
N 1.5115 -1.9116 1.8764 -0.39
S 0.5772 -2.8051 0.8688 0.66
H 1.5773 1.0720 0.4172 0.14
H -1.5597 0.2972 2.7811 0.13
H -1.9850 -0.8926 0.2265 0.12
H 1.0921 1.3196 -2.3700 0.07
H -0.1601 0.5372 -3.4701 0.11
H -0.7574 1.8903 -2.3901 0.13
H -1.1672 -0.7619 -1.7274 0.14
H 0.5346 -0.8577 -1.7735 0.11
H 0.4810 1.3998 2.6557 0.20
H 2.0152 -2.5820 2.4214 -0.06


57
Properties=species:S:1:pos:R:3:lowdin_charge:R:1 method="wB97M-V/def2-TZVPD" homo_energy_ha=-0.1368 charge=-1 lumo_energy_ev=2.493
N -0.9727 2.2534 0.6222 -0.02
C -2.0974 3.1617 0.8763 -0.23
C -3.4508 2.4264 0.7887 -0.75
O -4.2782 2.8290 -0.0631 -0.10
O -3.5929 1.4719 1.5889 -0.09
H -1.2349 1.2923 0.7834 0.04
H -0.5676 2.3869 -0.2914 0.04
H -2.0946 4.0093 0.1873 0.09
H -1.9773 3.5725 1.8892 0.09
C 1.8026 -1.4533 1.4772 -0.06
C 1.9280 -0.0350 2.0171 -0.50
C 2.6822 -0.0058 3.3402 -0.07
O 0.6399 0.5432 2.1702 -0.06
H 1.2390 -2.0777 2.1784 0.08
H 1.2646 -1.4486 0.5312 0.06
H 2.7823 -1.9122 1.3168 0.08
H 2.4514 0.5877 1.2913 0.12
H 2.1440 -0.5911 4.0925 0.08
H 2.7597 1.0169 3.7092 0.08
H 3.6893 -0.4150 3.2349 0.07
H 0.1462 0.0158 2.8090 0.09
C 6.1281 3.2802 -0.1885 -0.07
C 5.1300 2.1468 0.0022 -0.50
C 4.1987 2.0206 -1.1951 -0.06
O 4.3761 2.3447 1.1930 -0.06
H 5.6013 4.2330 -0.2899 0.08
H 6.7877 3.3576 0.6766 0.08
H 6.7381 3.1274 -1.0805 0.08
H 5.6677 1.2078 0.1475 0.14
H 3.6197 2.9390 -1.3225 0.08
H 3.4899 1.2058 -1.0457 0.07
H 4.7566 1.8339 -2.1146 0.08
H 3.8779 3.1650 1.1032 0.10
C -6.3220 -0.0363 1.2373 -0.08
C -6.1545 -0.9018 0.0080 -0.49
C -7.0979 -0.4736 -1.1051 -0.07
O -6.3733 -2.2906 0.3208 -0.08
H -7.3446 -0.1284 1.6308 0.07
H -5.6314 -0.3431 2.0199 0.07
H -6.1144 1.0077 1.0051 0.07
H -5.1241 -0.8320 -0.3398 0.14
H -8.1390 -0.5781 -0.7803 0.07
H -6.9632 -1.1002 -1.9894 0.07
H -6.9211 0.5668 -1.3796 0.08
H -7.2799 -2.3623 0.6374 0.07
C 1.0919 -3.1990 -3.9178 -0.07
C 1.6602 -2.9970 -2.5205 -0.50
C 1.6662 -4.2975 -1.7294 -0.06
O 0.9226 -2.0006 -1.8240 -0.06
H 0.0557 -3.5426 -3.8580 0.08
H 1.0959 -2.2589 -4.4697 0.08
H 1.6679 -3.9371 -4.4792 0.08
H 2.6787 -2.6105 -2.5938 0.14
H 0.6456 -4.6707 -1.6090 0.08
H 2.0770 -4.1335 -0.7328 0.07
H 2.2576 -5.0662 -2.2303 0.08
H 0.0119 -2.3047 -1.7356 0.10


The DFT total energy results, record by record, are as follows: -230.90886; -706.48854; -758.64304; -1061.24937 Eh.
The energy relative to the best compared isomer or geometry (same formula, charge and spin) results, record by record, are as follows: 216.5; 156.0; 206.2; 0.0 kJ/mol.